A structure of composition C30H31BrCrN4PSSi. Source: the Open Molecules 2025 dataset; level of theory: ωB97M-V/def2-TZVPD.

DFT total energy: -6027.8458 Ha
Kohn-Sham gap (alpha / beta): 0.272 / 0.277 Eh
M: 670.6 g/mol
relative energy (zero: lowest compared OMol25 entry of this formula, charge and spin): 92.6 kJ/mol

Structure (ORCA input):
```
! RIJCOSX wB97M-V def2-TZVPD def2/J DEFGRID3
* xyz 2 2
Cr -0.76 -0.06 -0.57
N -1.56 -1.12 3.37
C -0.91 0.04 3.77
C -0.66 0.59 5.02
C 0.04 1.77 5.04
C 0.48 2.40 3.86
C 0.23 1.85 2.62
C -0.48 0.66 2.59
N -0.88 -0.13 1.51
C -1.51 -1.16 2.02
C -1.97 -2.20 1.12
C -2.62 -3.37 1.35
S -2.85 -4.21 -0.13
C -2.09 -2.95 -0.97
N -1.68 -1.96 -0.22
H -1.98 -1.80 3.98
H -1.00 0.12 5.93
H 0.26 2.24 5.99
H 1.04 3.32 3.94
H 0.59 2.32 1.71
H -2.95 -3.79 2.28
H -1.96 -2.97 -2.04
Br -6.45 0.49 -1.25
C -4.85 1.35 -0.75
C -4.84 2.67 -0.33
C -3.62 3.22 0.03
C -2.47 2.45 -0.05
N -2.49 1.18 -0.45
C -3.67 0.64 -0.80
H -5.75 3.25 -0.30
H -3.56 4.25 0.36
H -1.51 2.86 0.23
H -3.66 -0.40 -1.12
C 3.49 -4.52 -0.84
C 2.82 -4.22 0.34
C 2.19 -3.00 0.49
C 2.23 -2.05 -0.54
C 2.90 -2.36 -1.72
C 3.53 -3.59 -1.87
Si 1.48 -0.36 -0.27
C 2.74 0.85 0.32
C 3.56 0.49 1.40
C 4.46 1.40 1.92
C 4.59 2.66 1.34
C 3.81 3.01 0.25
C 2.87 2.12 -0.25
H 3.99 -5.47 -0.96
H 2.80 -4.95 1.14
H 1.67 -2.79 1.42
H 2.97 -1.65 -2.53
H 4.06 -3.82 -2.79
H 0.07 1.32 -0.70
H 3.50 -0.50 1.83
H 5.09 1.12 2.76
H 5.31 3.36 1.73
H 3.92 3.99 -0.21
H 2.24 2.42 -1.07
C -2.12 -0.56 -3.92
P -0.78 0.22 -2.95
C 0.71 -0.30 -3.85
C -0.95 1.98 -3.37
H -2.15 -0.14 -4.92
H -3.09 -0.41 -3.45
H -1.93 -1.63 -4.02
H 0.59 -0.16 -4.93
H 0.92 -1.36 -3.66
H 1.56 0.29 -3.52
H -0.87 2.12 -4.45
H -0.17 2.56 -2.87
H -1.92 2.35 -3.04
*
```


A structure of composition C30H31BrF4N2O2P3V. Source: the Open Molecules 2025 dataset; level of theory: ωB97M-V/def2-TZVPD.

DFT total energy: -6362.7861 Ha
Kohn-Sham gap (alpha / beta): 0.296 / 0.295 Eh
M: 751.4 g/mol

Structure (ORCA input):
```
! RIJCOSX wB97M-V def2-TZVPD def2/J DEFGRID3
* xyz 2 3
V -0.75 -0.41 0.84
O -0.89 1.14 1.86
N -1.69 2.13 1.46
N -2.27 1.82 0.40
O -2.03 0.64 -0.16
C -3.08 2.80 -0.33
C -3.42 3.98 0.30
C -4.18 4.89 -0.42
C -4.58 4.60 -1.72
C -4.24 3.40 -2.31
C -3.47 2.47 -1.61
H -3.11 4.20 1.31
H -4.46 5.83 0.04
H -5.18 5.32 -2.27
H -4.56 3.17 -3.31
H -3.21 1.52 -2.04
C 1.94 0.58 3.10
P 0.99 -0.88 2.61
C 2.17 -2.26 2.64
C -0.04 -1.16 4.11
C -1.10 -2.22 3.82
P -2.19 -1.65 2.47
C -3.39 -0.53 3.24
C -3.17 -3.12 2.04
H 2.61 0.31 3.92
H 1.27 1.37 3.43
H 2.54 0.97 2.28
H 2.29 -2.61 3.66
H 3.14 -1.92 2.27
H 1.85 -3.09 2.01
H -0.49 -0.21 4.37
H 0.60 -1.46 4.94
H -1.70 -2.47 4.70
H -0.65 -3.15 3.47
H -3.86 -1.04 4.08
H -4.15 -0.26 2.51
H -2.90 0.38 3.59
H -3.69 -3.46 2.93
H -2.52 -3.93 1.69
H -3.90 -2.90 1.27
F -0.45 -3.78 -5.50
C -0.10 -3.03 -4.49
C 1.01 -2.21 -4.59
F 1.72 -2.19 -5.70
C 1.37 -1.41 -3.51
F 2.47 -0.67 -3.66
C 0.65 -1.39 -2.33
P 1.10 -0.30 -0.95
C 2.74 -0.94 -0.46
C 3.69 -0.11 0.13
C 4.93 -0.61 0.51
C 5.23 -1.95 0.28
C 4.29 -2.78 -0.31
C 3.05 -2.28 -0.68
C 1.34 1.34 -1.69
C 2.57 1.77 -2.20
C 2.68 3.02 -2.80
C 1.56 3.84 -2.92
C 0.33 3.40 -2.45
C 0.23 2.16 -1.84
C -0.44 -2.25 -2.26
Br -1.44 -2.45 -0.66
C -0.83 -3.06 -3.31
F -1.87 -3.87 -3.21
H 3.48 0.94 0.28
H 5.67 0.04 0.96
H 6.20 -2.34 0.56
H 4.53 -3.82 -0.49
H 2.34 -2.95 -1.15
H 3.45 1.14 -2.14
H 3.63 3.34 -3.18
H 1.65 4.81 -3.39
H -0.55 4.02 -2.56
H -0.74 1.81 -1.52
*
```


A structure of composition C30H31BrMnN6O4. Source: the Open Molecules 2025 dataset; level of theory: ωB97M-V/def2-TZVPD.

DFT total energy: -5516.4558 Ha
Kohn-Sham gap (alpha / beta): 0.308 / 0.330 Eh
M: 674.5 g/mol
relative energy (zero: lowest compared OMol25 entry of this formula, charge and spin): 45.8 kJ/mol

Structure (ORCA input):
```
! RIJCOSX wB97M-V def2-TZVPD def2/J DEFGRID3
* xyz 0 6
Mn 0.24 -0.35 0.03
C -1.03 2.62 0.89
N -0.15 2.09 -0.15
C -0.66 2.34 -1.49
C -1.78 1.41 -1.90
C -2.46 1.64 -3.09
C -3.42 0.73 -3.49
C -3.67 -0.38 -2.69
C -2.95 -0.51 -1.51
N -2.03 0.36 -1.12
C 1.23 2.57 0.00
C 1.86 2.05 1.27
C 2.90 2.73 1.89
C 3.51 2.14 2.98
C 3.05 0.91 3.43
C 2.00 0.32 2.76
N 1.41 0.88 1.71
C -1.81 1.62 1.72
C -2.88 2.09 2.49
C -3.56 1.21 3.31
C -3.15 -0.12 3.34
C -2.09 -0.50 2.53
N -1.44 0.35 1.74
H -1.75 3.32 0.45
H -0.44 3.21 1.60
H 0.16 2.19 -2.20
H -1.00 3.38 -1.59
H -2.23 2.51 -3.69
H -3.95 0.87 -4.42
H -4.41 -1.12 -2.96
H -3.11 -1.35 -0.85
H 1.28 3.67 -0.01
H 1.82 2.18 -0.83
H 3.23 3.68 1.51
H 4.34 2.63 3.48
H 3.51 0.41 4.28
H 1.61 -0.65 3.06
H -3.17 3.13 2.43
H -4.39 1.54 3.91
H -3.65 -0.85 3.96
H -1.76 -1.53 2.50
C 0.06 -5.15 -1.16
C -1.29 -4.68 -0.61
C -1.80 -5.62 0.48
C -2.31 -4.53 -1.75
C -1.06 -3.34 -0.03
N -0.81 -2.29 0.37
H -0.07 -6.14 -1.59
H 0.81 -5.20 -0.37
H 0.42 -4.47 -1.93
H -1.98 -6.60 0.04
H -2.75 -5.26 0.90
H -1.08 -5.72 1.29
H -2.42 -5.50 -2.24
H -1.97 -3.79 -2.47
H -3.29 -4.23 -1.36
Br 5.10 0.48 -5.00
C 3.45 -0.44 -5.01
C 3.08 -1.16 -6.14
N 1.94 -1.84 -6.22
C 1.14 -1.81 -5.16
C 1.41 -1.10 -4.00
C 2.61 -0.39 -3.92
C 0.45 -1.10 -2.83
O -0.40 -2.00 -2.76
O 0.62 -0.14 -2.01
H 3.74 -1.19 -7.00
H 0.21 -2.37 -5.22
H 2.86 0.14 -3.01
O 3.08 -0.01 -0.54
C 2.97 -1.17 -0.13
O 1.90 -1.71 0.32
H 3.85 -1.84 -0.18
*
```


An isolated molecule of C30H31N3O6. Source: the Open Molecules 2025 dataset; level of theory: ωB97M-V/def2-TZVPD.

DFT total energy: -1777.4933 Ha
Kohn-Sham gap: 0.289 Eh
M: 529.6 g/mol
relative energy (zero: lowest compared OMol25 entry of this formula, charge and spin): 60.4 kJ/mol

Structure (ORCA input):
```
! RIJCOSX wB97M-V def2-TZVPD def2/J DEFGRID3
* xyz 0 1
C -4.49 -2.12 7.76
O -4.26 -0.97 6.99
C -3.77 -1.13 5.73
C -3.48 -2.34 5.12
C -2.99 -2.38 3.83
C -2.77 -1.22 3.10
N -2.33 -1.32 1.77
C -1.14 -2.08 1.49
C -1.18 -2.58 0.04
N -1.29 -1.44 -0.84
C -0.35 -0.92 -1.67
O -0.53 0.19 -2.18
C 0.86 -1.66 -2.02
O 1.13 -2.94 -1.59
C 2.31 -3.29 -2.14
C 2.96 -4.50 -1.97
C 4.16 -4.67 -2.63
C 4.70 -3.66 -3.43
C 4.05 -2.45 -3.60
C 2.83 -2.26 -2.94
C 1.87 -1.20 -2.85
N 1.82 0.05 -3.43
C 2.69 0.70 -4.24
O 3.73 0.26 -4.66
C 2.20 2.11 -4.57
C 2.22 2.93 -3.31
C 3.41 3.51 -2.87
C 3.42 4.23 -1.69
C 2.28 4.37 -0.90
O 2.48 5.10 0.24
C 1.39 5.56 1.01
C 1.08 3.77 -1.33
O -0.03 3.87 -0.54
C -1.22 3.25 -0.96
C 1.08 3.08 -2.54
C -2.47 -0.66 -0.55
C -2.44 -0.17 0.90
C -3.06 0.00 3.71
C -3.56 0.04 5.00
H -4.87 -1.76 8.72
H -3.58 -2.69 7.93
H -5.24 -2.77 7.30
H -3.63 -3.28 5.65
H -2.80 -3.35 3.38
H -1.07 -2.93 2.17
H -0.24 -1.46 1.62
H -0.29 -3.16 -0.18
H -2.06 -3.21 -0.10
H 2.54 -5.28 -1.35
H 4.70 -5.60 -2.53
H 5.64 -3.83 -3.93
H 4.46 -1.67 -4.21
H 0.96 0.54 -3.14
H 2.86 2.53 -5.32
H 1.18 2.05 -4.97
H 4.31 3.40 -3.45
H 4.33 4.69 -1.34
H 0.68 6.12 0.40
H 1.84 6.22 1.75
H 0.88 4.74 1.51
H -1.92 3.38 -0.14
H -1.07 2.18 -1.15
H -1.62 3.72 -1.86
H 0.16 2.63 -2.88
H -2.52 0.18 -1.24
H -3.35 -1.30 -0.69
H -3.36 0.36 1.11
H -1.59 0.53 1.02
H -2.89 0.93 3.19
H -3.78 0.99 5.47
*
```